A structure of composition C39H57N7O7PSV in a non-equilibrium geometry, computed with ωB97M-V/def2-TZVPD.

Last column: Löwdin spin population.
Atoms and positions in Å:
V -0.58 -0.36 0.11  1.840
S 2.23 1.94 -1.61  0.001
P -1.45 -0.70 3.35  0.028
O -4.22 0.36 -1.46  0.018
O -3.21 -2.15 -2.35  0.126
O 3.01 0.84 -2.18  0.001
O 2.93 2.61 -0.52  0.001
O 0.21 -0.82 -2.42  0.009
O 0.85 1.63 -1.31  0.004
O 0.30 0.79 -3.97  0.002
N -1.18 -0.59 1.85  0.023
N 2.02 -0.39 -5.48  0.000
N -1.29 1.46 0.17  0.012
N 1.27 -0.25 0.64  0.004
N 3.67 -0.77 0.48  0.016
N -2.23 -0.68 -0.81  -0.005
N -0.36 -2.32 -0.22  0.190
C 2.41 -0.41 0.47  0.064
C -2.36 -1.85 -1.51  0.068
C -2.34 -2.37 3.70  0.001
C 1.70 6.16 -5.96  0.000
C 0.20 -0.65 4.40  0.006
C 2.87 4.17 -4.96  0.000
C 0.52 -2.13 -6.00  0.000
C 1.03 0.52 3.87  0.000
C 0.92 -1.94 3.99  0.001
C 0.69 -0.35 -3.41  0.004
C -1.28 -2.78 -1.14  0.180
C -2.58 0.73 4.03  0.008
C -3.22 0.49 5.39  0.001
C -3.64 1.00 2.95  0.002
C 1.74 -1.12 -4.24  0.000
C -2.41 3.99 -0.20  0.012
C 1.53 -1.17 -6.62  0.000
C -2.48 1.62 -0.45  0.016
C 0.77 -4.43 -0.37  0.079
C 1.11 4.12 -2.82  0.000
C 1.16 -2.48 -4.66  0.000
C -1.19 -4.05 -1.70  0.006
C 3.01 3.21 -3.96  0.000
C -1.73 -3.41 2.76  0.000
C -3.10 0.36 -0.98  0.006
C 4.72 0.23 0.68  0.004
C -0.16 -4.90 -1.34  0.163
C 1.85 5.11 -4.90  0.000
C 4.05 -1.95 -0.27  0.007
C 2.13 3.19 -2.90  0.000
C -3.79 -2.19 3.22  0.001
C 0.98 5.08 -3.81  0.000
C 0.62 -3.17 0.13  0.053
C -1.17 3.83 0.43  -0.001
C -2.34 -2.87 5.14  0.000
C -1.71 1.98 4.11  0.001
C -0.67 2.56 0.60  0.018
C 0.12 -0.57 5.92  0.001
C -3.06 2.86 -0.64  -0.002
H -3.74 1.40 5.70  0.001
H -1.58 -2.96 1.78  0.000
H -0.61 4.68 0.78  0.000
H -1.34 -3.20 5.44  0.000
H 2.29 7.04 -5.71  0.000
H 1.96 -3.21 -4.79  0.000
H -3.01 -3.73 5.22  0.000
H 2.34 -1.73 -7.11  0.000
H -0.77 -3.79 3.12  0.001
H 3.21 -2.64 -0.35  0.002
H -3.20 0.84 1.96  0.001
H 1.14 -0.60 6.32  0.000
H 5.49 0.11 -0.08  0.000
H -0.07 -5.89 -1.76  0.013
H 1.08 -0.51 -7.36  0.000
H -4.28 -3.16 3.16  0.000
H -4.51 0.36 3.05  0.000
H -2.41 -4.26 2.66  0.000
H 4.37 -1.69 -1.28  0.000
H 0.66 6.48 -6.05  0.000
H -3.78 -1.74 2.23  0.000
H 0.33 -3.01 -6.62  0.000
H 1.30 -2.81 0.89  0.001
H -0.33 0.36 6.26  0.000
H -3.96 -0.31 5.37  0.000
H 0.29 2.41 1.08  0.001
H -4.38 -1.57 3.89  0.000
H -2.68 -2.11 5.85  0.000
H -1.94 -4.34 -2.42  -0.003
H 2.99 -0.12 -5.57  0.000
H -0.44 -1.40 6.35  0.000
H -1.02 1.94 4.96  0.000
H 0.83 -2.05 2.91  0.001
H 2.10 0.28 3.93  0.000
H -3.98 2.03 3.01  0.000
H 0.50 -2.81 4.48  0.000
H 0.19 5.82 -3.74  0.000
H 0.43 4.06 -1.98  0.000
H -2.48 0.26 6.15  0.000
H -2.83 4.97 -0.35  0.001
H 0.80 0.69 2.82  0.000
H -2.34 2.86 4.25  0.000
H 2.62 -1.20 -3.60  0.000
H 0.45 -2.85 -3.93  0.000
H 0.87 1.44 4.42  0.000
H 5.17 0.09 1.67  0.000
H 4.87 -2.45 0.25  0.001
H 3.81 2.49 -3.99  0.000
H -0.43 -1.62 -5.83  0.000
H 2.04 5.79 -6.93  0.000
H 1.58 -5.06 -0.04  0.004
H 0.86 0.89 -4.77  0.000
H 4.30 1.22 0.59  0.000
H -1.14 2.11 3.19  0.000
H 1.98 -1.88 4.25  0.000
H -4.03 2.90 -1.13  0.000
H 3.55 4.17 -5.81  0.000

Spin multiplicity: 4
Maximum force in Eh/bohr: 0.0565
Frontier orbital gap (spin up / spin down) in eV: 4.1 / 7.6
Total charge: -1
HOMO energy (spin up / spin down) in eV: -1.69 / -5.20
ΔE to the lowest compared entry with this formula, charge and spin in kcal per mole: 0.00
Total energy in Eh: -4113.98387



The molecule C5H8N2 in a non-equilibrium geometry, computed with ωB97M-V/def2-TZVPD.

Last column: natural (NBO) charge in e.
Atoms and positions in Å:
N -1.46 0.21 -0.20  -0.552
N -0.66 -3.18 0.54  -0.314
C -0.02 0.31 -0.04  0.120
C -0.82 -0.59 0.85  -0.206
C 0.89 -0.30 -1.09  -0.628
C 0.45 1.64 0.52  -0.610
C -0.73 -2.03 0.68  0.261
H -1.05 -0.28 1.86  0.238
H 1.00 0.39 -1.93  0.221
H 0.02 1.84 1.50  0.219
H 0.50 -1.25 -1.46  0.225
H 0.13 2.45 -0.15  0.224
H -1.70 -0.38 -1.00  0.361
H 1.89 -0.49 -0.67  0.225
H 1.54 1.67 0.60  0.215

Maximum force in Eh/bohr: 0.0218
Frontier orbital gap in eV: 10.9
Total charge: 0
HOMO energy in eV: -10.04
SMILES string: CC1(C)N[C@H]1C#N
ΔE to the lowest compared entry with this formula, charge and spin in kcal per mole: 28.31
Total energy in Eh: -304.79039



A structure of composition C5H9NO4 in a non-equilibrium geometry, computed with ωB97M-V/def2-TZVPD.

Last column: natural (NBO) charge in e.
Atoms and positions in Å:
O 0.06 -2.26 0.25  -0.667
O -2.23 -1.08 0.21  -0.509
O 0.75 1.40 2.09  -0.688
O -1.09 -1.96 -1.94  -0.919
N 0.50 0.86 -0.89  -0.608
C -0.21 1.15 1.10  0.104
C 0.99 -1.21 0.60  -0.084
C -1.07 -1.02 -0.11  0.850
C -0.11 2.01 -0.18  -0.243
C 0.08 -0.06 0.16  -0.057
H -0.24 -2.56 -1.24  0.539
H -1.18 1.12 1.59  0.206
H 1.59 1.64 1.69  0.473
H -0.53 -1.39 -2.49  0.457
H 1.18 -1.22 1.68  0.204
H -1.10 2.30 -0.57  0.196
H 0.53 2.90 -0.12  0.194
H 1.91 -1.27 0.00  0.188
H 0.18 0.66 -1.83  0.366

Maximum force in Eh/bohr: 0.0783
Frontier orbital gap in eV: 10.3
Total charge: 0
HOMO energy in eV: -9.91
ΔE to the lowest compared entry with this formula, charge and spin in kcal per mole: 119.14
Total energy in Eh: -551.49994



The molecule C2H2F3NOS in a non-equilibrium geometry, computed with ωB97M-V/def2-TZVPD.

Last column: natural (NBO) charge in e.
Atoms and positions in Å:
S 1.16 -0.29 0.50  -0.072
F 2.23 1.95 0.41  -0.322
F 0.97 1.76 -1.23  -0.327
F 0.13 2.12 0.74  -0.317
O -1.43 0.21 -0.81  -0.499
N -0.97 -1.97 -0.05  -0.835
C -0.81 -0.60 -0.25  0.723
C 1.07 1.45 0.08  0.839
H -0.40 -2.47 0.59  0.409
H -1.96 -2.17 0.01  0.399

Maximum force in Eh/bohr: 0.0941
Frontier orbital gap in eV: 10.4
Total charge: 0
HOMO energy in eV: -10.11
SMILES string: NC(=O)SC(F)(F)F
ΔE to the lowest compared entry with this formula, charge and spin in kcal per mole: 0.00
Total energy in Eh: -905.19629



The molecule C5H8, computed with ωB97M-V/def2-TZVPD.

Last column: natural (NBO) charge in e.
Atoms and positions in Å:
C 1.19 -0.28 0.24  -0.442
C -0.16 -0.66 0.89  -0.390
C -1.22 -0.21 -0.13  -0.440
C -0.52 0.93 -0.84  -0.193
C 0.80 0.84 -0.71  -0.190
H -1.44 -1.01 -0.86  0.204
H 1.92 0.07 0.97  0.211
H -1.06 1.71 -1.37  0.209
H 1.53 1.48 -1.20  0.208
H -0.23 -1.72 1.15  0.207
H -2.18 0.07 0.33  0.209
H -0.29 -0.07 1.80  0.201
H 1.66 -1.13 -0.28  0.205

Maximum force in Eh/bohr: 0.0061
Frontier orbital gap in eV: 10.3
Total charge: 0
HOMO energy in eV: -9.07
SMILES string: C1=CCCC1
ΔE to the lowest compared entry with this formula, charge and spin in kcal per mole: 0.89
Total energy in Eh: -195.29061



A structure of composition C6H40F3IO16SSi2 in a non-equilibrium geometry, computed with ωB97M-V/def2-TZVPD.

Last column: natural (NBO) charge in e.
Atoms and positions in Å:
I 0.28 -1.88 -1.87  -0.285
S 1.21 3.95 -0.09  -0.520
Si 2.08 2.16 -1.01  1.501
Si -0.29 0.55 -1.60  1.464
F 4.53 -0.43 2.38  -0.354
F 5.84 -1.47 0.55  -0.334
F 3.52 -2.02 0.82  -0.369
O 1.16 -4.82 -7.03  -0.950
O 2.66 -4.96 2.96  -0.955
O -3.25 0.18 -0.78  -0.584
O 3.17 -2.14 4.00  -0.969
O -9.29 0.78 -3.48  -0.949
O 3.73 -0.51 6.93  -0.949
O 2.91 5.94 1.91  -0.962
O 2.95 -4.92 -0.56  -0.943
O -8.49 0.37 2.57  -0.951
O -6.58 1.20 -2.30  -0.959
O 1.08 1.44 -2.26  -1.208
O -3.29 2.05 -3.02  -0.959
O 1.93 6.91 4.40  -0.955
O 5.34 -4.56 -2.71  -0.940
O 2.34 -3.59 -4.45  -0.968
O -6.67 1.73 0.71  -0.956
C 4.53 -0.93 0.96  1.000
C -0.72 0.96 0.23  -0.986
C 4.18 0.33 -0.06  -0.487
C -2.28 0.12 0.45  0.054
C 2.69 0.95 0.36  -0.932
C -3.66 1.19 0.45  -0.169
H -7.37 1.06 0.81  0.487
H -4.16 0.66 1.36  0.253
H 3.85 -0.65 5.98  0.482
H 3.01 5.16 2.46  0.472
H 1.70 -3.35 -5.13  0.493
H -8.39 -0.42 3.12  0.477
H -7.39 0.78 -1.97  0.482
H 2.98 -5.24 2.09  0.480
H -3.37 1.21 -2.54  0.482
H -1.42 0.82 -2.52  -0.148
H -8.74 1.15 -4.18  0.479
H -7.15 2.57 0.73  0.470
H 2.88 6.68 2.54  0.490
H 1.48 -5.10 -7.90  0.474
H 2.52 -2.69 3.53  0.487
H -3.10 2.21 0.44  0.237
H 1.65 -5.38 -6.41  0.477
H 2.08 7.81 4.70  0.475
H 4.70 -4.33 -3.39  0.475
H 2.00 0.02 0.55  0.259
H 3.15 -5.52 3.58  0.477
H 2.88 1.59 1.33  0.270
H -0.10 0.38 1.03  0.268
H 4.21 0.04 -1.20  0.259
H 3.72 -1.78 3.29  0.470
H 1.19 6.60 4.95  0.483
H 2.96 -4.09 -0.07  0.471
H 5.01 1.17 0.11  0.258
H 2.88 -4.65 -1.49  0.473
H 3.91 -1.38 7.31  0.467
H -2.31 -0.86 1.22  0.234
H -9.94 0.24 -3.94  0.471
H 5.05 -4.07 -1.92  0.465
H 2.05 -3.10 -3.66  0.470
H -8.52 1.10 3.20  0.476
H -0.92 2.09 0.46  0.274
H 2.19 4.98 -0.18  0.239
H -5.88 0.84 -1.74  0.476
H 3.31 2.65 -1.70  -0.190
H -4.20 2.23 -3.32  0.479

Maximum force in Eh/bohr: 0.1343
Frontier orbital gap in eV: 9.9
Total charge: 0
HOMO energy in eV: -9.71
Total energy in Eh: -3030.79562



A cluster of 2 separate species, C4H12N3 in total in a non-equilibrium geometry, computed with ωB97M-V/def2-TZVPD.

Last column: natural (NBO) charge in e.
Atoms and positions in Å:
N 2.25 0.83 0.85  -0.601
N -1.20 0.01 0.62  -0.467
N 1.72 0.65 -0.43  -0.260
C -1.77 1.08 0.99  -0.024
C 1.02 -0.33 -0.80  0.247
C 0.68 -0.38 -2.23  -0.678
C -1.72 -1.26 1.16  -0.467
H -1.59 -1.36 2.23  0.217
H -2.82 -1.34 0.97  0.230
H -0.40 0.02 -2.37  0.285
H 1.93 1.36 -1.13  0.423
H 1.88 0.11 1.37  0.384
H 0.54 -1.01 -0.10  0.256
H -1.08 -2.05 0.68  0.191
H 2.19 1.83 1.16  0.410
H -1.38 1.94 0.43  0.183
H -2.53 1.05 1.73  0.180
H 0.89 -1.42 -2.37  0.261
H 1.39 0.27 -2.79  0.230

Maximum force in Eh/bohr: 0.0603
Frontier orbital gap in eV: 10.1
Total charge: +1
HOMO energy in eV: -13.77
ΔE to the lowest compared entry with this formula, charge and spin in kcal per mole: 96.21
Total energy in Eh: -323.52494



A structure of composition C3H7N in a non-equilibrium geometry, computed with ωB97M-V/def2-TZVPD.

Last column: Mulliken charge in e.
Atoms and positions in Å:
N 0.31 0.01 1.31  -0.609
C -0.17 1.49 -0.47  -0.854
C -0.01 -0.01 -0.05  0.303
C 0.01 -1.43 -0.61  -0.872
H -0.58 1.96 0.39  0.365
H -0.77 -0.06 0.99  0.206
H -0.73 -2.15 -0.13  0.283
H 0.86 1.96 -0.56  0.241
H 1.00 -1.83 -0.12  0.277
H -0.81 1.57 -1.34  0.319
H -0.13 -1.77 -1.65  0.339

Maximum force in Eh/bohr: 0.0817
Frontier orbital gap in eV: 8.3
Total charge: 0
HOMO energy in eV: -7.70
ΔE to the lowest compared entry with this formula, charge and spin in kcal per mole: 100.96
Total energy in Eh: -173.08120



Please write out number 2 again, unchanged.
The molecule C5H8N2 in a non-equilibrium geometry, computed with ωB97M-V/def2-TZVPD.

Last column: natural (NBO) charge in e.
Atoms and positions in Å:
N -1.46 0.21 -0.20  -0.552
N -0.66 -3.18 0.54  -0.314
C -0.02 0.31 -0.04  0.120
C -0.82 -0.59 0.85  -0.206
C 0.89 -0.30 -1.09  -0.628
C 0.45 1.64 0.52  -0.610
C -0.73 -2.03 0.68  0.261
H -1.05 -0.28 1.86  0.238
H 1.00 0.39 -1.93  0.221
H 0.02 1.84 1.50  0.219
H 0.50 -1.25 -1.46  0.225
H 0.13 2.45 -0.15  0.224
H -1.70 -0.38 -1.00  0.361
H 1.89 -0.49 -0.67  0.225
H 1.54 1.67 0.60  0.215

Maximum force in Eh/bohr: 0.0218
Frontier orbital gap in eV: 10.9
Total charge: 0
HOMO energy in eV: -10.04
SMILES string: CC1(C)N[C@H]1C#N
ΔE to the lowest compared entry with this formula, charge and spin in kcal per mole: 28.31
Total energy in Eh: -304.79039



Which value of maximum force does entry 7 give? 0.0603 Eh/bohr